Entry 1:
DFT (wB97M-V/def2-TZVPD) results for a structure of composition C21H61Br2O25P6Pb in a non-equilibrium geometry.

Geometry (Å):
Pb: 5.068790 -20.251130 2.306620
C: 4.586910 -17.253240 0.730350
O: 3.937670 -18.433770 0.978530
H: 5.666150 -17.387490 0.803200
H: 4.642000 -17.037040 -0.336580
H: 4.211040 -16.388540 1.277270
Br: 0.056230 -17.991900 -2.422900
C: 1.594510 -16.877850 -1.928320
C: 2.704040 -16.782240 -2.968010
Br: 2.007120 -16.003240 -4.656340
H: 1.885400 -17.240520 -0.942440
H: 1.186120 -15.905970 -1.651280
H: 3.262680 -17.707560 -3.108730
H: 3.438380 -16.102790 -2.535370
C: -2.659820 -12.997540 1.682200
O: -1.916830 -13.983670 1.077050
P: -0.540240 -13.541670 0.260830
O: 0.020900 -12.197520 0.422340
O: -1.050640 -13.753550 -1.297660
C: -0.443080 -13.128590 -2.374910
O: 0.547070 -14.692960 0.523780
C: 1.277680 -14.776180 1.755640
H: -2.307290 -12.977560 2.713420
H: -3.726500 -13.221740 1.686480
H: -2.537660 -12.005880 1.246560
H: 0.194840 -13.875090 -2.848090
H: 0.168140 -12.262620 -2.120760
H: -1.069740 -12.896100 -3.235930
H: 1.550410 -13.842930 2.248330
H: 2.269980 -15.192220 1.581380
H: 0.709910 -15.473580 2.371560
C: 2.825070 -20.334310 -1.930940
O: 2.909590 -21.735420 -1.840630
P: 3.257590 -22.445690 -0.407260
O: 3.864780 -21.641380 0.671450
O: 1.872110 -23.175450 0.135790
C: 1.020080 -22.630670 1.053330
O: 4.001810 -23.728520 -0.951490
C: 4.562530 -24.716470 -0.087580
H: 3.594420 -19.768300 -1.405750
H: 1.833880 -20.065970 -1.565360
H: 2.814230 -20.116450 -2.998890
H: 0.120810 -22.188320 0.624670
H: 1.424130 -21.972500 1.822530
H: 0.613550 -23.477600 1.606080
H: 4.223580 -24.592250 0.940910
H: 5.625120 -24.499410 0.021470
H: 4.446450 -25.749500 -0.415400
C: -0.114310 -19.621540 6.002730
O: 1.118200 -20.193790 5.569310
P: 1.838550 -19.682600 4.184200
O: 2.991810 -20.474490 3.680300
O: 0.626280 -19.376820 3.208230
C: 0.678280 -18.599520 2.027000
O: 2.154900 -18.139380 4.731920
C: 3.089650 -17.954790 5.825920
H: -0.069670 -19.186510 7.001160
H: -0.705140 -20.537080 6.030970
H: -0.646000 -18.919450 5.360490
H: -0.189240 -17.962230 1.855660
H: 0.746520 -19.377940 1.267060
H: 1.600240 -18.018060 2.026160
H: 2.567760 -17.382390 6.592780
H: 3.883180 -17.299880 5.466050
H: 3.428200 -18.816590 6.401060
C: 0.897020 -15.115970 5.775430
O: 1.510580 -14.019490 5.033310
P: 2.950650 -13.462380 5.406750
O: 3.468000 -12.320240 4.607000
O: 3.955340 -14.725690 5.368730
C: 4.554280 -14.976120 4.058440
O: 2.887570 -13.147070 6.959220
C: 2.426280 -11.832200 7.369950
H: 0.059990 -14.733010 6.359220
H: 1.532420 -15.249370 6.650980
H: 0.707960 -16.039850 5.228810
H: 5.606150 -14.757290 4.242260
H: 4.137530 -14.285980 3.324880
H: 4.333520 -16.020830 3.839460
H: 3.227180 -11.099360 7.271970
H: 2.057650 -11.950650 8.388860
H: 1.565340 -11.547040 6.765320
C: 8.527830 -16.567410 2.036630
O: 9.165740 -15.438830 1.610140
P: 9.339000 -14.106100 2.513150
O: 8.096470 -13.561090 3.105060
O: 10.134270 -13.116090 1.536340
C: 9.441090 -12.607860 0.399040
O: 10.404990 -14.477610 3.625020
C: 11.655750 -15.110800 3.287680
H: 7.895970 -17.108940 1.332650
H: 7.856080 -16.538890 2.894560
H: 9.220500 -17.361530 2.315350
H: 8.375680 -12.745300 0.214320
H: 9.823240 -13.191980 -0.438140
H: 9.760490 -11.573760 0.269710
H: 12.326040 -15.451610 4.076770
H: 12.025700 -14.698230 2.349050
H: 11.373350 -16.105980 2.944230
C: 4.083310 -22.099710 -5.245560
O: 4.200620 -20.625690 -5.262080
P: 5.645780 -20.127400 -4.760190
O: 6.528800 -21.208600 -4.254740
O: 6.144100 -19.198040 -5.998730
C: 5.380190 -18.091410 -6.476350
O: 5.389690 -18.993010 -3.636050
C: 6.464360 -18.548410 -2.848140
H: 3.013980 -22.280030 -5.135470
H: 4.448830 -22.646220 -4.376190
H: 4.585510 -22.502440 -6.125170
H: 5.777990 -17.105460 -6.236030
H: 4.405590 -18.156900 -5.992650
H: 5.361590 -18.103460 -7.566120
H: 7.037770 -19.402950 -2.488910
H: 6.037580 -17.994480 -2.011990
H: 7.247230 -18.000250 -3.372290

Atomic forces in eV per Å
-2.362 1.346 -1.488
1.343 -0.173 -0.717
-0.065 -2.589 1.468
0.520 0.511 1.022
-0.940 0.407 -0.684
0.165 0.086 0.134
0.673 0.604 -0.374
0.112 0.487 0.075
-0.392 -0.093 0.592
0.179 -0.778 1.121
0.390 -0.590 -0.001
-0.390 0.176 -0.425
-0.398 -0.124 -0.634
-0.095 0.441 -0.235
-0.930 1.760 1.757
3.597 -1.309 -2.720
-1.602 0.687 -1.185
-0.438 -0.452 0.588
-0.603 -0.888 2.715
1.731 -0.053 -1.516
-0.642 0.092 -0.772
0.370 -0.458 0.449
-0.343 0.463 0.197
0.140 -0.364 -0.233
0.159 -0.058 -0.097
0.697 -0.114 0.023
-0.211 0.017 0.215
-0.949 0.274 0.739
-0.922 0.348 -0.112
-0.158 -0.409 -0.557
0.196 0.346 0.457
-0.844 0.682 -0.593
1.219 -1.478 2.506
-2.696 -2.840 -1.735
0.782 0.873 0.424
3.434 0.992 -2.211
-2.293 -0.111 2.068
-0.431 1.189 -0.146
1.189 0.228 1.449
0.085 -0.225 0.079
-0.144 0.403 0.323
0.331 0.076 0.030
0.222 0.371 -0.451
0.542 0.204 -0.330
0.024 -0.075 0.177
-0.637 -0.246 -0.071
0.156 -0.154 -0.486
-0.440 0.439 -0.384
-1.578 -1.053 0.377
2.341 -0.096 -2.970
-2.217 3.592 3.519
0.128 0.076 -0.116
0.313 -0.795 1.741
1.140 -0.444 -1.003
0.537 -2.302 -1.313
-0.292 1.121 0.565
0.590 -0.143 -0.076
-0.657 0.430 0.427
0.685 0.018 -0.432
-0.125 -0.252 0.585
-0.049 0.487 -0.638
-0.080 0.166 -0.230
-0.161 0.184 -0.196
0.168 -0.414 0.131
0.072 -0.529 -0.824
0.925 1.337 1.850
-0.717 -0.656 -0.727
1.994 1.421 0.205
-1.397 -1.420 0.258
-1.106 0.332 -0.091
-0.042 0.406 1.274
-0.006 -0.473 -0.158
-0.457 -0.318 -0.081
-0.749 0.092 -1.001
0.519 -0.911 -0.225
0.146 0.459 -0.270
0.082 -0.255 -0.674
0.193 -0.141 -0.137
0.221 0.029 -0.312
-0.107 -0.161 0.088
0.386 0.107 -0.008
0.113 0.177 -0.131
-0.853 -2.847 1.274
0.311 1.477 -0.596
-0.451 1.076 0.986
0.922 -0.960 -0.750
-1.228 -1.184 1.082
1.021 -0.107 -2.000
0.347 0.289 0.316
-1.200 -1.987 -1.823
0.066 0.795 -1.070
0.091 1.111 0.358
0.644 0.175 0.082
-0.294 0.161 1.452
0.429 0.228 -0.271
-0.338 -0.090 0.094
-0.070 1.617 0.444
0.833 0.592 0.695
-0.245 -0.413 -0.260
-0.900 -0.183 0.230
1.127 -0.416 1.348
1.046 0.304 -0.732
-0.736 1.448 -0.936
0.614 -1.144 1.015
-0.538 0.130 0.207
-1.415 -0.386 -0.818
1.188 -0.520 0.729
-0.043 0.012 -0.965
0.745 0.825 0.211
-0.501 0.049 -0.032
0.586 -0.238 0.503
-0.354 0.199 -0.638
-0.349 -0.452 0.126
-0.275 -0.243 0.387
0.200 0.124 -0.113
-0.522 0.568 -0.392

Net charge = +2
Frontier orbital gap (spin up / spin down) = 7.716 / 2.337 eV
Expectation value of S² = 0.756
E_tot = -275011.4721 eV
Spin multiplicity = 2

Results of the Löwdin charge analysis, in e, for atoms 1 through 4: 1.610 -0.312 -0.500 0.041

***

Entry 2:
DFT (wB97M-V/def2-TZVPD) results for the ion C7H16NO2Si2 with charge -1 in a non-equilibrium geometry.

Geometry (Å):
C: -1.984187 -0.170474 1.227411
C: 1.130281 1.083957 -0.030832
C: 0.705250 0.324881 -1.289798
C: 2.154537 -1.269105 1.756315
C: 1.100939 1.329152 3.044281
C: -1.186488 -1.949106 -2.083283
C: -1.926440 0.952404 -2.717022
N: -2.196720 -0.016424 -0.028539
O: -0.605582 -0.585433 1.618332
O: -2.733419 -0.055870 2.166932
Si: 0.834190 0.107286 1.589557
Si: -1.164277 -0.163883 -1.358159
H: 2.184633 1.363163 -0.129276
H: 0.567447 2.019220 0.010154
H: 0.950183 0.946549 -2.159027
H: 1.322028 -0.573155 -1.370602
H: 3.110504 -0.858002 2.067000
H: 1.855409 -2.010342 2.489029
H: 2.306058 -1.783693 0.813114
H: 2.100100 1.756912 3.042597
H: 0.390294 2.148795 2.999020
H: 0.955522 0.826286 3.995837
H: -0.303236 -2.188742 -2.671901
H: -1.254880 -2.675127 -1.278742
H: -2.054468 -2.089279 -2.720561
H: -1.694803 2.000068 -2.555113
H: -1.557386 0.677792 -3.701196
H: -3.005488 0.852171 -2.725529

Atomic forces in eV per Å
0.396 -0.013 0.423
-0.111 -0.207 0.436
-0.332 -0.136 0.256
-0.488 0.525 -0.123
-0.158 -0.493 -0.489
0.016 0.513 0.242
0.351 -0.407 0.323
0.597 0.219 -1.328
-0.660 -0.538 -0.080
-0.378 -0.014 0.982
1.270 0.861 0.050
-0.333 -0.184 -0.808
0.102 0.086 0.247
-0.040 0.138 0.208
-0.150 -0.157 -0.157
-0.049 -0.184 -0.117
0.205 0.144 0.055
-0.140 -0.125 0.195
-0.012 -0.114 -0.244
0.234 0.041 -0.085
-0.192 0.129 -0.060
-0.044 -0.137 0.183
0.177 0.061 -0.118
0.011 -0.126 0.213
-0.239 -0.016 -0.113
0.080 0.263 0.102
0.150 -0.047 -0.268
-0.266 -0.081 0.078

Net charge = -1
Frontier orbital gap = 7.983 eV
E_tot = -28864.0651 eV
ΔE to the lowest compared entry with this formula, charge and spin = 0.0 kcal per mole
SMILES = C[Si]1(C)CC[Si](C)(C)OC([O-])=N1

Results of the Löwdin charge analysis, in e, for atoms 1 through 4: -0.719 -0.313 -0.320 -0.158